No. 1
Molecular formula: C24H28As2IN2O2Pd
Method: DFT, ωB97M-V with the def2-TZVPD basis set

The relative energy (zero: lowest compared OMol25 entry of this formula, charge and spin) comes out at 13.9 kJ/mol. The calculated total energy comes out at -6088.2459 Eh. The net charge is +1.

Structure (XYZ):
```
60
Properties=species:S:1:pos:R:3:nbo_charge:R:1
Pd 0.29 -0.90 1.07 0.569
C -0.96 -1.35 -3.42 -0.644
C 0.35 -0.67 -3.15 0.183
N 1.01 -0.17 -4.15 -0.371
C 2.19 0.45 -3.92 -0.017
C 2.74 0.59 -2.68 -0.048
C 4.08 1.26 -2.55 -0.098
O 4.08 2.39 -1.68 -0.725
C 2.02 0.07 -1.55 -0.185
C 2.64 0.21 -0.26 0.191
N 2.22 -0.18 0.89 -0.543
C 3.07 -0.01 2.04 0.183
C 4.41 0.37 1.94 -0.228
C 5.19 0.55 3.07 -0.175
C 4.67 0.34 4.34 -0.190
C 3.35 -0.07 4.46 -0.217
C 2.59 -0.24 3.32 -0.202
I 0.63 -0.94 3.58 0.412
C 0.80 -0.58 -1.79 0.366
O 0.01 -1.08 -0.90 -0.714
H -1.17 -1.33 -4.48 0.243
H -1.77 -0.86 -2.87 0.225
H -0.94 -2.39 -3.07 0.220
H 2.70 0.84 -4.79 0.201
H 4.44 1.54 -3.54 0.195
H 4.82 0.57 -2.13 0.188
H 3.56 3.09 -2.08 0.478
H 3.59 0.72 -0.29 0.210
H 4.88 0.52 0.98 0.225
H 6.22 0.85 2.95 0.235
H 5.28 0.48 5.22 0.237
H 2.93 -0.26 5.44 0.233
C -1.80 -3.66 0.23 -0.949
As -1.87 -1.91 1.05 1.172
C -2.85 -2.18 2.70 -0.957
C -3.05 -0.86 -0.05 -0.374
C -4.07 -1.52 -0.74 -0.204
C -4.93 -0.80 -1.56 -0.192
C -4.77 0.57 -1.69 -0.199
C -3.76 1.22 -1.00 -0.147
C -2.88 0.52 -0.17 -0.334
As -1.43 1.44 0.78 0.850
C -1.19 2.99 -0.39 -0.944
C -2.50 2.28 2.19 -0.936
H -2.78 -4.12 0.24 0.239
H -1.10 -4.27 0.79 0.253
H -1.44 -3.53 -0.79 0.263
H -3.83 -2.58 2.46 0.251
H -2.97 -1.22 3.20 0.245
H -2.31 -2.87 3.35 0.245
H -4.19 -2.59 -0.65 0.215
H -5.71 -1.32 -2.09 0.231
H -5.43 1.14 -2.33 0.229
H -3.65 2.29 -1.11 0.209
H -2.07 3.63 -0.41 0.225
H -0.95 2.65 -1.40 0.241
H -0.35 3.56 0.00 0.240
H -3.35 2.81 1.77 0.230
H -1.87 2.98 2.73 0.237
H -2.85 1.52 2.89 0.225
```



No. 2
Molecular formula: C24H28AsN3O9P2RuS
Method: DFT, ωB97M-V with the def2-TZVPD basis set

The relative energy (zero: lowest compared OMol25 entry of this formula, charge and spin) comes out at 134.1 kJ/mol. The calculated total energy comes out at -5184.7416 Eh. The expectation value of S² is 0.76. Its multiplicity is 2. The net charge is -1.

Structure (XYZ):
```
69
Properties=species:S:1:pos:R:3:nbo_charge:R:1
Ru 0.91 -0.57 0.70 0.911
N -0.49 -2.03 1.40 -0.719
C -0.34 -3.28 0.62 -0.316
C 0.12 -2.94 -0.79 0.661
O 0.03 -3.75 -1.71 -0.671
N 0.68 -1.73 -0.86 -0.551
C 1.48 -1.37 -2.02 -0.363
C 2.08 0.03 -1.83 0.813
O 2.40 0.72 -2.78 -0.648
O 2.28 0.38 -0.57 -0.764
H -0.48 -2.22 2.40 0.386
H -1.39 -1.60 1.21 0.418
H -1.26 -3.86 0.61 0.204
H 0.47 -3.86 1.07 0.241
H 0.93 -1.45 -2.96 0.222
H 2.33 -2.05 -2.08 0.226
N 5.27 -0.23 3.01 -0.718
C 4.00 -1.06 3.10 -0.646
C 4.15 -2.03 4.27 -0.634
P 3.82 -1.93 1.47 2.417
O 4.33 -0.77 0.49 -1.069
O 4.76 -3.06 1.47 -1.133
O 2.33 -2.14 1.30 -1.123
P 2.71 0.24 3.41 2.415
O 1.59 -0.48 4.30 -0.995
O 3.45 1.25 4.22 -1.154
O 2.16 0.60 2.06 -1.097
H 6.08 -0.78 3.28 0.415
H 5.11 0.59 3.63 0.470
H 5.36 0.07 2.03 0.464
H 5.01 -2.68 4.11 0.221
H 3.27 -2.66 4.32 0.247
H 4.24 -1.49 5.22 0.213
H 3.59 -0.24 0.06 0.537
H 0.84 -0.70 3.73 0.507
S -0.72 0.72 1.91 -0.178
C -1.22 2.26 1.22 -0.152
C -1.43 3.35 2.05 -0.219
C -1.89 4.55 1.54 -0.207
C -2.13 4.68 0.17 -0.259
C -1.93 3.59 -0.66 -0.140
C -1.49 2.38 -0.15 -0.397
As -1.01 0.83 -1.22 0.992
C -2.54 -0.35 -0.92 -0.353
C -2.57 -1.53 -1.65 -0.225
C -3.56 -2.48 -1.42 -0.209
C -4.52 -2.25 -0.45 -0.228
C -4.50 -1.08 0.29 -0.244
C -3.51 -0.13 0.06 -0.167
C -1.56 1.50 -2.99 -0.345
C -0.57 1.85 -3.90 -0.212
C -0.91 2.35 -5.15 -0.214
C -2.24 2.50 -5.51 -0.218
C -3.24 2.14 -4.61 -0.241
C -2.90 1.64 -3.36 -0.163
H -1.21 3.26 3.11 0.218
H -2.04 5.40 2.20 0.204
H -2.48 5.62 -0.23 0.203
H -2.11 3.69 -1.73 0.209
H -1.81 -1.73 -2.40 0.232
H -3.56 -3.40 -1.99 0.217
H -5.29 -3.00 -0.26 0.205
H -5.25 -0.89 1.05 0.207
H -3.49 0.78 0.64 0.221
H 0.48 1.73 -3.63 0.255
H -0.12 2.62 -5.85 0.210
H -2.50 2.88 -6.49 0.203
H -4.28 2.24 -4.89 0.204
H -3.68 1.36 -2.66 0.208
```



No. 3
Molecular formula: C24H28AuBN10O2S
Method: DFT, ωB97M-V with the def2-TZVPD basis set

The relative energy (zero: lowest compared OMol25 entry of this formula, charge and spin) comes out at 13.4 kJ/mol. The calculated total energy comes out at -2187.0295 Eh. The expectation value of S² is 3.78. Its multiplicity is 4. The net charge is +3.

Structure (XYZ):
```
67
Properties=species:S:1:pos:R:3:nbo_charge:R:1
Au -0.17 -0.94 -0.15 1.588
C -3.77 -0.88 2.24 -0.290
C -2.70 -1.55 1.68 0.014
N -2.17 -0.81 0.70 -0.318
N -2.85 0.37 0.63 -0.343
C -3.82 0.33 1.56 0.058
B -2.34 1.47 -0.35 0.938
N -2.03 0.78 -1.71 -0.339
C -2.65 0.92 -2.89 0.059
C -2.08 0.05 -3.81 -0.298
C -1.09 -0.62 -3.10 -0.008
N -1.07 -0.15 -1.84 -0.368
N -0.96 1.95 0.26 -0.326
C -0.61 3.13 0.79 0.061
C 0.61 3.00 1.44 -0.319
C 0.96 1.67 1.28 -0.032
N 0.00 1.06 0.56 -0.295
N -3.22 2.63 -0.59 -0.441
C -4.52 2.97 -0.32 -0.018
C -4.77 4.19 -0.88 -0.301
C -3.55 4.55 -1.49 -0.010
N -2.63 3.62 -1.34 -0.342
H -4.43 -1.21 3.02 0.277
H -2.29 -2.52 1.91 0.241
H -4.49 1.16 1.71 0.251
H -3.45 1.64 -3.02 0.268
H -2.34 -0.08 -4.84 0.277
H -0.41 -1.39 -3.41 0.251
H -1.26 3.99 0.68 0.278
H 1.14 3.75 2.00 0.274
H 1.81 1.11 1.66 0.248
H -5.20 2.32 0.21 0.227
H -5.68 4.75 -0.84 0.265
H -3.33 5.45 -2.05 0.234
C 3.81 -0.24 -3.02 -0.788
S 3.06 -0.01 -1.41 1.313
O 1.74 -0.76 -1.48 -0.994
C 2.61 1.72 -1.58 -0.068
C 1.31 2.04 -2.09 -0.195
C 0.93 3.34 -2.17 -0.184
C 1.83 4.35 -1.73 0.075
C 3.14 4.02 -1.23 -0.140
C 3.51 2.71 -1.13 -0.176
H 3.14 0.11 -3.80 0.263
H 3.99 -1.31 -3.10 0.286
H 4.76 0.30 -3.04 0.278
H 0.65 1.23 -2.39 0.273
H -0.04 3.62 -2.55 0.286
H 1.53 5.39 -1.76 0.259
H 3.80 4.82 -0.93 0.274
H 4.48 2.44 -0.73 0.260
N 0.62 -2.40 1.11 -0.681
C 1.05 -3.41 1.52 0.685
N 1.53 -4.49 1.98 -0.419
C 0.68 -5.52 2.65 -0.230
C 1.29 -5.81 4.02 -0.089
O 2.63 -6.20 3.88 -0.485
C 3.44 -5.18 3.34 -0.087
C 2.98 -4.82 1.94 -0.230
H 0.71 -6.42 2.03 0.238
H -0.34 -5.16 2.72 0.225
H 0.76 -6.64 4.48 0.240
H 1.21 -4.93 4.67 0.180
H 4.46 -5.57 3.30 0.237
H 3.42 -4.30 3.99 0.179
H 3.11 -5.66 1.26 0.235
H 3.53 -3.95 1.55 0.220
```



No. 4
Molecular formula: C24H28BF4MoN4O2Se4
Method: DFT, ωB97M-V with the def2-TZVPD basis set

The calculated total energy comes out at -11399.1798 Eh. The net charge is +1.

Structure (XYZ):
```
68
Properties=species:S:1:pos:R:3:lowdin_charge:R:1
Mo 0.92 -1.33 -0.97 1.350
C -6.01 -2.30 0.92 -0.041
C -4.68 -1.82 0.41 -0.253
C -4.51 -0.59 -0.18 0.027
C -3.26 -0.15 -0.65 -0.111
C -3.14 1.16 -1.16 -0.012
N -2.06 1.73 -1.62 0.065
C -1.95 3.14 -1.98 -0.130
C -0.86 3.86 -1.18 -0.150
C -1.17 4.19 0.28 -0.119
N -1.51 2.98 1.05 0.098
C -0.73 1.98 1.37 0.035
C 0.69 1.94 1.50 -0.120
C 1.51 2.98 1.97 0.038
C 2.85 2.76 2.23 -0.243
C 3.73 3.84 2.78 -0.037
C 3.36 1.48 1.98 0.059
C 2.61 0.45 1.47 -0.115
C 3.17 -0.88 1.21 -0.049
N 2.70 -1.66 0.32 -0.068
C 3.32 -2.99 0.18 -0.174
C 2.31 -4.11 -0.01 -0.161
C 1.01 -3.98 0.76 -0.182
N 0.07 -3.01 0.16 -0.093
C -1.17 -3.15 0.43 -0.074
C -2.27 -2.26 0.11 -0.106
C -3.53 -2.61 0.56 0.047
C -2.11 -1.01 -0.58 -0.312
O -1.04 -0.62 -1.13 -0.453
C 1.24 0.66 1.22 -0.339
O 0.45 -0.22 0.67 -0.270
H -6.83 -1.82 0.39 0.083
H -6.13 -2.08 1.98 0.088
H -6.12 -3.37 0.79 0.085
H -5.37 0.07 -0.29 0.129
H -4.03 1.79 -1.13 0.148
H -1.23 1.14 -1.73 0.044
H -2.94 3.60 -1.86 0.131
H -1.68 3.19 -3.04 0.127
H -0.66 4.81 -1.69 0.132
H 0.05 3.27 -1.25 0.046
H -2.03 4.85 0.38 0.132
H -0.32 4.69 0.74 0.113
H -2.49 2.77 1.08 0.152
H -1.25 1.05 1.58 0.155
H 1.08 3.95 2.21 0.121
H 3.21 4.79 2.83 0.080
H 4.62 3.97 2.16 0.091
H 4.08 3.59 3.78 0.091
H 4.42 1.31 2.19 0.140
H 4.04 -1.18 1.79 0.148
H 3.93 -3.16 1.08 0.125
H 3.98 -2.95 -0.68 0.101
H 2.79 -5.04 0.31 0.126
H 2.09 -4.24 -1.08 0.109
H 1.20 -3.65 1.79 0.132
H 0.50 -4.95 0.81 0.125
H -1.47 -4.03 1.01 0.139
H -3.64 -3.57 1.05 0.132
Se 1.48 0.99 -2.00 0.208
Se 0.67 0.84 -4.24 0.034
Se -1.17 -0.57 -4.13 0.025
Se -0.23 -2.45 -3.08 0.207
F 2.32 -2.09 -2.13 -0.519
B 4.22 -1.51 -2.92 -1.009
F 4.64 -2.77 -2.95 0.245
F 4.57 -0.79 -1.86 0.222
F 3.79 -0.93 -4.01 0.255
```